[1]
This record from OMol25 describes C51H51AsCdGeN2O10PS as an isolated structure at a distorted geometry. The level of theory is ωB97M-V/def2-TZVPD.

Atoms and positions in Å:
Cd  -1.578  0.871  0.419
O  -5.289  -0.424  -0.258
As  -4.119  -0.991  0.965
O  -4.649  -2.489  1.367
O  -2.562  -0.967  0.332
C  -4.413  0.258  2.455
C  -4.950  -0.379  3.569
C  -5.199  0.324  4.740
C  -4.909  1.680  4.816
C  -4.393  2.338  3.714
C  -4.146  1.642  2.536
S  -3.534  2.665  1.197
O  -4.395  3.822  1.161
O  -2.120  2.982  1.447
O  -3.648  1.815  -0.015
H  -4.991  0.469  -0.525
H  -5.165  -1.438  3.486
H  -5.620  -0.191  5.596
H  -5.090  2.229  5.734
H  -4.185  3.402  3.746
C  -2.745  4.937  -1.953
N  -1.289  4.903  -1.969
C  -0.548  6.079  -2.373
C  0.552  6.339  -1.360
C  1.483  5.140  -1.350
N  0.762  3.884  -1.521
C  1.499  2.694  -1.111
C  -0.616  3.787  -1.554
O  -1.188  2.732  -1.284
H  -3.096  5.818  -1.412
H  -3.119  4.058  -1.452
H  -3.152  4.959  -2.970
H  -1.241  6.915  -2.427
H  -0.106  5.940  -3.368
H  0.089  6.466  -0.379
H  1.113  7.243  -1.601
H  2.036  5.106  -0.410
H  2.217  5.231  -2.152
H  1.590  2.637  -0.021
H  2.495  2.725  -1.558
H  0.974  1.805  -1.448
O  -1.443  0.630  2.798
C  -0.222  0.848  2.670
O  0.405  0.764  1.549
C  0.600  1.219  3.885
C  1.446  0.040  4.432
Ge  2.300  -1.215  3.176
C  3.208  -2.528  4.359
C  3.587  -2.246  5.673
C  4.239  -3.193  6.459
C  4.532  -4.447  5.939
C  4.159  -4.752  4.633
C  3.499  -3.804  3.858
C  1.044  -2.307  2.178
C  -0.218  -2.602  2.702
C  -1.110  -3.394  1.988
C  -0.745  -3.909  0.747
C  0.512  -3.637  0.226
C  1.401  -2.836  0.937
C  3.737  -0.469  2.072
C  4.982  -1.098  1.991
C  5.991  -0.578  1.187
C  5.772  0.585  0.455
C  4.541  1.227  0.532
C  3.530  0.702  1.332
H  -0.072  1.579  4.664
H  1.255  2.035  3.571
H  0.809  -0.617  5.033
H  2.217  0.438  5.094
H  3.370  -1.269  6.098
H  4.521  -2.952  7.478
H  5.042  -5.184  6.548
H  4.379  -5.730  4.221
H  3.189  -4.065  2.850
H  -0.529  -2.178  3.653
H  -2.107  -3.583  2.370
H  -1.463  -4.494  0.181
H  0.797  -4.027  -0.746
H  2.376  -2.608  0.518
H  5.171  -1.999  2.565
H  6.951  -1.079  1.131
H  6.559  0.990  -0.171
H  4.367  2.135  -0.036
H  2.554  1.180  1.374
O  -0.690  0.066  -1.767
P  -0.611  -0.836  -2.949
C  -1.129  0.036  -4.446
C  -1.210  1.424  -4.376
C  -1.591  2.152  -5.497
C  -1.890  1.496  -6.684
C  -1.825  0.107  -6.750
C  -1.453  -0.624  -5.630
C  1.113  -1.321  -3.201
C  1.982  -1.018  -2.152
C  3.338  -1.302  -2.262
C  3.829  -1.883  -3.423
C  2.968  -2.184  -4.474
C  1.612  -1.904  -4.366
C  -1.627  -2.312  -2.901
C  -2.942  -2.133  -2.473
C  -3.784  -3.226  -2.344
C  -3.323  -4.492  -2.687
C  -2.022  -4.672  -3.144
C  -1.165  -3.584  -3.239
H  -1.005  1.913  -3.427
H  -1.663  3.233  -5.440
H  -2.195  2.065  -7.556
H  -2.078  -0.406  -7.671
H  -1.445  -1.710  -5.667
H  1.580  -0.569  -1.251
H  4.005  -1.069  -1.436
H  4.886  -2.103  -3.513
H  3.353  -2.632  -5.383
H  0.948  -2.135  -5.195
H  -3.294  -1.145  -2.206
H  -4.776  -3.086  -1.936
H  -3.980  -5.349  -2.583
H  -1.667  -5.663  -3.402
H  -0.136  -3.727  -3.552

Its charge is -1.

[2]
This record from OMol25 describes C51H51AsN4O6P2PbSTe as an isolated structure at a distorted geometry. The level of theory is ωB97M-V/def2-TZVPD.

Atoms and positions in Å:
Pb  -1.322  1.779  -1.581
O  -4.471  3.480  -4.401
C  -3.753  3.019  -3.411
O  -2.589  2.666  -3.551
C  -4.458  2.945  -2.104
C  -5.627  3.648  -1.828
C  -6.173  3.553  -0.552
C  -5.580  2.702  0.368
C  -4.420  2.016  -0.004
N  -3.853  2.174  -1.200
C  -3.804  1.038  0.937
O  -4.219  0.809  2.038
O  -2.735  0.401  0.391
H  -3.977  3.502  -5.242
H  -6.080  4.260  -2.589
H  -7.048  4.120  -0.278
H  -5.975  2.556  1.363
Te  -2.837  -3.762  -1.411
C  -1.071  -4.701  -0.600
C  -0.707  -4.513  0.724
C  0.527  -4.986  1.147
N  1.368  -5.614  0.349
C  1.007  -5.829  -0.903
C  -0.203  -5.398  -1.430
C  -1.952  -1.842  -1.035
P  -2.239  -1.209  0.545
C  -3.476  -2.004  1.597
C  -4.803  -1.929  1.179
C  -5.808  -2.430  1.983
C  -5.490  -3.045  3.184
C  -4.166  -3.184  3.568
C  -3.155  -2.645  2.791
C  -0.711  -1.055  1.491
C  -0.705  -0.571  2.795
C  0.468  -0.621  3.521
C  1.617  -1.168  2.967
C  1.611  -1.634  1.661
C  0.443  -1.578  0.927
P  -1.736  -0.759  -2.428
C  -3.071  -1.252  -3.582
C  -4.384  -1.220  -3.114
C  -5.404  -1.772  -3.870
C  -5.120  -2.345  -5.101
C  -3.822  -2.352  -5.580
C  -2.795  -1.808  -4.826
C  -0.225  -1.229  -3.332
C  0.165  -0.370  -4.359
C  1.331  -0.619  -5.053
C  2.107  -1.723  -4.735
C  1.712  -2.585  -3.725
C  0.545  -2.340  -3.018
H  -1.366  -3.999  1.411
H  0.863  -4.840  2.166
H  1.728  -6.350  -1.519
H  -0.453  -5.584  -2.465
H  -5.037  -1.457  0.232
H  -6.839  -2.329  1.678
H  -6.279  -3.403  3.826
H  -3.921  -3.701  4.484
H  -2.128  -2.716  3.124
H  -1.610  -0.162  3.223
H  0.479  -0.260  4.538
H  2.513  -1.221  3.561
H  2.508  -2.037  1.217
H  0.396  -1.937  -0.092
H  -4.596  -0.774  -2.148
H  -6.418  -1.773  -3.498
H  -5.915  -2.785  -5.682
H  -3.604  -2.804  -6.536
H  -1.783  -1.838  -5.202
H  -0.451  0.485  -4.604
H  1.635  0.047  -5.848
H  3.015  -1.920  -5.284
H  2.314  -3.451  -3.494
H  0.223  -3.014  -2.233
C  3.924  2.849  6.515
C  3.232  1.996  5.454
C  3.092  2.769  4.145
N  2.351  2.021  3.141
C  2.473  2.087  1.816
S  1.170  1.685  0.840
N  3.624  2.497  1.206
C  4.989  2.393  1.527
O  5.763  3.073  0.902
C  5.377  1.377  2.523
C  4.764  0.126  2.524
C  5.192  -0.849  3.406
C  6.214  -0.571  4.300
C  6.844  0.664  4.286
C  6.438  1.634  3.391
H  3.975  2.307  7.456
H  3.378  3.775  6.685
H  4.941  3.096  6.217
H  2.239  1.713  5.811
H  3.808  1.084  5.289
H  4.073  3.023  3.751
H  2.552  3.704  4.342
H  1.446  1.680  3.446
H  3.472  2.896  0.284
H  3.976  -0.080  1.813
H  4.736  -1.830  3.400
H  6.530  -1.321  5.005
H  7.658  0.865  4.966
H  6.921  2.598  3.367
C  2.619  3.808  -4.514
As  2.106  3.030  -2.813
C  3.476  1.717  -2.370
C  2.130  4.488  -1.518
O  0.594  2.363  -2.906
H  3.593  4.282  -4.395
H  1.893  4.558  -4.825
H  2.683  3.035  -5.279
H  4.404  2.233  -2.124
H  3.637  1.070  -3.233
H  3.151  1.106  -1.528
H  3.148  4.800  -1.285
H  1.615  4.171  -0.611
H  1.587  5.335  -1.943

Its charge is +2.

[3]
This record from OMol25 describes C51H52As2N8PSe2W as an isolated structure at a distorted geometry. The level of theory is ωB97M-V/def2-TZVPD.

Atoms and positions in Å:
W  -0.345  -0.041  1.251
N  -2.813  3.316  2.161
C  -1.656  2.923  1.647
N  -1.632  1.596  1.676
C  -2.839  1.248  2.258
N  -3.569  2.285  2.557
C  -3.094  -0.151  2.480
C  -4.262  -0.688  3.019
N  -4.410  -1.982  3.206
C  -3.398  -2.768  2.834
C  -2.244  -2.265  2.278
N  -2.058  -0.941  2.109
H  -3.152  4.259  2.297
H  -0.877  3.572  1.281
H  -5.082  -0.035  3.298
H  -3.530  -3.830  2.997
H  -1.433  -2.917  1.980
Se  1.231  1.701  2.816
P  2.426  2.016  1.016
Se  1.259  0.906  -0.518
C  4.096  1.319  1.004
C  4.743  1.345  -0.234
C  6.050  0.902  -0.325
C  6.705  0.438  0.811
C  6.057  0.412  2.036
C  4.745  0.854  2.141
C  2.633  3.757  0.590
C  3.633  4.446  1.281
C  3.906  5.759  0.939
C  3.191  6.373  -0.083
C  2.181  5.690  -0.747
C  1.896  4.373  -0.415
H  4.228  1.717  -1.113
H  6.563  0.928  -1.277
H  7.732  0.104  0.740
H  6.579  0.064  2.918
H  4.234  0.861  3.098
H  4.184  3.955  2.074
H  4.687  6.298  1.458
H  3.429  7.390  -0.363
H  1.625  6.188  -1.529
H  1.124  3.827  -0.949
C  -1.846  -0.060  -3.948
C  -2.772  -0.100  -2.752
As  -2.030  -0.550  -0.907
C  -3.836  -1.094  -0.378
C  -4.785  -0.073  -0.274
C  -6.123  -0.376  -0.080
C  -6.523  -1.704  0.004
C  -5.587  -2.721  -0.112
C  -4.244  -2.421  -0.305
C  -1.098  -2.209  -1.276
C  -1.323  -3.041  -2.367
C  -0.465  -4.103  -2.615
C  0.611  -4.355  -1.774
C  0.833  -3.552  -0.664
C  -0.021  -2.490  -0.440
As  -0.181  0.863  -3.433
C  -1.033  2.623  -3.285
C  -1.307  3.156  -2.030
C  -2.009  4.349  -1.906
C  -2.450  5.016  -3.039
C  -2.190  4.486  -4.296
C  -1.490  3.295  -4.417
C  0.855  1.083  -5.064
C  1.088  -0.002  -5.904
C  1.919  0.138  -7.005
C  2.533  1.356  -7.261
C  2.329  2.432  -6.408
C  1.503  2.294  -5.304
H  -2.324  0.486  -4.761
H  -1.613  -1.062  -4.302
H  -3.540  -0.865  -2.859
H  -3.281  0.855  -2.617
H  -4.473  0.966  -0.353
H  -6.855  0.417  -0.010
H  -7.568  -1.945  0.147
H  -5.905  -3.755  -0.065
H  -3.520  -3.222  -0.406
H  -2.173  -2.873  -3.016
H  -0.629  -4.737  -3.477
H  1.279  -5.181  -1.976
H  1.654  -3.755  0.010
H  0.133  -1.856  0.460
H  -0.959  2.635  -1.144
H  -2.218  4.762  -0.926
H  -2.989  5.949  -2.941
H  -2.542  4.996  -5.183
H  -1.290  2.883  -5.399
H  0.609  -0.955  -5.705
H  2.092  -0.705  -7.661
H  3.176  1.465  -8.124
H  2.815  3.379  -6.604
H  1.349  3.132  -4.635
C  3.647  -3.871  2.413
C  3.692  -2.619  1.558
N  2.398  -1.947  1.673
C  1.720  -1.904  2.856
N  0.572  -1.216  2.856
C  -0.099  -1.044  4.164
C  0.890  -1.073  5.315
C  1.629  -2.391  5.250
N  2.196  -2.561  3.911
C  3.370  -3.444  3.841
H  4.592  -4.406  2.359
H  2.854  -4.539  2.069
H  3.862  -2.856  0.509
H  4.505  -1.968  1.892
H  2.289  -1.131  1.087
H  -0.830  -1.842  4.316
H  -0.635  -0.092  4.169
H  0.358  -0.978  6.261
H  1.593  -0.243  5.230
H  0.966  -3.226  5.488
H  2.458  -2.407  5.958
H  3.164  -4.308  4.473
H  4.233  -2.921  4.263

The expectation value of S² is 2.03. Its spin multiplicity is 3. Its charge is +3.

| no. | calculated total energy (Ha) |
| --- | --- |
| 1 | -8056.1883 |
| 2 | -6421.6538 |
| 3 | -12094.7434 |